# 1
The following is a quantum chemistry calculation of a structure of composition C20H40O40S10, from OMol25.

Geometry as ORCA input:
```
! RIJCOSX wB97M-V def2-TZVPD def2/J DEFGRID3
* xyz 0 1
C 5.749 1.600 -3.752
C 4.440 0.810 -3.402
O 4.262 0.883 -2.090
S 5.489 1.820 -1.341
O 5.850 1.049 -0.105
O 5.006 3.222 -1.199
O 6.515 1.546 -2.610
H 5.473 2.630 -3.977
H 6.334 1.127 -4.541
H 4.558 -0.248 -3.637
H 3.524 1.204 -3.844
C -4.558 4.020 -2.454
C -3.349 4.398 -1.756
O -3.699 4.976 -0.593
S -4.908 6.076 -0.793
O -4.424 7.281 -1.407
O -5.792 6.118 0.343
O -5.454 5.088 -2.073
H -4.774 3.006 -2.116
H -4.444 3.806 -3.517
H -2.667 5.086 -2.255
H -2.687 3.553 -1.567
C 0.984 1.080 -0.033
C -0.189 2.081 -0.014
O -1.426 1.392 0.183
S -1.314 -0.244 -0.190
O -1.938 -0.554 -1.478
O -1.811 -1.098 0.898
O 0.351 -0.159 -0.209
H 1.599 1.019 0.865
H 1.616 1.369 -0.872
H -0.063 2.683 -0.914
H -0.039 2.768 0.818
C -3.413 1.956 -5.437
C -2.401 2.221 -6.533
O -1.111 2.551 -6.072
S -1.053 2.263 -4.442
O -0.198 3.256 -3.759
O -0.596 0.864 -4.339
O -2.727 2.321 -4.210
H -3.648 0.894 -5.515
H -4.246 2.656 -5.504
H -2.712 3.042 -7.178
H -2.282 1.498 -7.340
C -2.086 -4.250 0.221
C -1.230 -4.900 1.381
O -1.818 -6.047 1.825
S -2.498 -6.823 0.435
O -3.694 -7.594 0.832
O -1.447 -7.395 -0.367
O -2.865 -5.371 -0.275
H -1.499 -3.801 -0.580
H -2.838 -3.549 0.583
H -1.150 -4.292 2.282
H -0.256 -5.213 1.007
C -0.716 -0.608 3.929
C -2.068 -0.343 4.647
O -2.602 -1.576 5.068
S -1.525 -2.798 5.141
O -1.958 -4.099 4.631
O -0.741 -2.701 6.383
O -0.612 -2.025 3.996
H 0.134 -0.187 4.466
H -0.613 -0.462 2.854
H -2.808 0.171 4.034
H -1.874 0.373 5.445
C 0.393 3.994 6.549
C 0.965 2.620 6.835
O 0.902 1.876 5.650
S 0.363 2.755 4.307
O -1.081 2.559 4.162
O 1.198 2.616 3.156
O 0.647 4.128 5.165
H 0.804 4.818 7.132
H -0.672 4.101 6.753
H 0.432 2.057 7.602
H 2.050 2.618 6.942
C 3.662 -3.232 -0.353
C 2.210 -2.917 -0.879
O 1.440 -3.485 0.108
S 2.050 -3.344 1.648
O 1.647 -4.421 2.610
O 1.922 -1.968 2.141
O 3.482 -3.754 0.940
H 4.304 -2.351 -0.321
H 4.155 -4.053 -0.874
H 2.060 -3.492 -1.793
H 2.168 -1.864 -1.161
C 5.408 0.380 3.273
C 4.078 0.400 2.539
O 3.870 1.777 2.367
S 4.513 2.765 3.547
O 3.618 3.011 4.699
O 5.144 3.905 2.931
O 5.638 1.597 3.918
H 6.257 0.364 2.589
H 5.611 -0.520 3.854
H 3.211 -0.074 3.000
H 4.200 -0.269 1.688
C -2.709 -2.723 -4.588
C -1.939 -4.065 -4.445
O -2.867 -4.840 -3.742
S -4.421 -4.618 -4.235
O -5.268 -4.939 -3.057
O -4.676 -5.205 -5.551
O -4.093 -3.007 -4.278
H -2.717 -2.342 -5.609
H -2.369 -1.932 -3.919
H -1.034 -3.930 -3.853
H -1.617 -4.417 -5.425
*
```

Summary:
* max |F|: 5.75 eV Å⁻¹
* HOMO: -10.36 eV
* LUMO level: -0.563 eV
* energy above the lowest of the compared OMol25 structures with the same formula, charge and spin: 180.8 kcal/mol
* DFT total energy: -7777.02860 hartree

# 2
The following is a quantum chemistry calculation of a cluster of 5 separate species, C20H40O5 in total, from OMol25.

Geometry as ORCA input:
```
! RIJCOSX wB97M-V def2-TZVPD def2/J DEFGRID3
* xyz 0 1
C -22.131 25.273 14.125
C -23.000 26.500 14.532
C -23.754 26.033 15.684
O -22.715 25.311 16.340
C -21.973 24.515 15.435
H -21.168 25.660 13.846
H -22.498 24.541 13.396
H -23.514 26.996 13.743
H -22.442 27.379 14.641
H -24.614 25.341 15.321
H -24.081 26.713 16.501
H -22.554 23.669 15.338
H -21.045 24.404 15.902
C -19.183 29.110 13.259
C -20.604 29.391 12.797
C -20.875 28.206 11.738
O -19.953 27.247 12.084
C -18.631 28.050 12.282
H -19.184 28.964 14.124
H -18.687 30.042 13.268
H -20.601 30.423 12.212
H -21.462 29.303 13.662
H -20.691 28.562 10.729
H -21.949 27.994 11.627
H -18.486 28.543 11.305
H -17.854 27.311 12.522
C -18.974 21.642 15.738
C -18.716 20.302 14.991
C -19.574 19.328 15.789
O -20.766 19.999 15.929
C -20.594 21.367 15.813
H -18.810 22.456 15.041
H -18.722 21.670 16.724
H -17.591 20.063 15.127
H -19.022 20.208 13.888
H -19.274 19.252 16.768
H -19.776 18.389 15.256
H -20.947 21.723 16.711
H -20.974 21.978 14.921
C -14.770 19.290 13.837
C -13.795 20.309 13.320
C -12.692 19.436 12.671
O -12.795 18.063 13.294
C -13.955 17.981 14.130
H -15.542 19.112 13.111
H -15.389 19.500 14.671
H -13.322 20.991 14.028
H -14.279 20.907 12.668
H -11.639 19.894 12.536
H -13.018 19.282 11.685
H -13.725 17.693 14.943
H -14.551 17.011 13.751
C -17.371 24.637 12.064
C -18.842 24.288 12.039
C -18.984 22.804 11.727
O -17.681 22.401 11.301
C -16.693 23.182 11.946
H -17.248 25.189 12.973
H -16.993 25.464 11.381
H -19.220 24.640 11.056
H -19.433 24.453 12.951
H -19.614 22.518 11.002
H -19.274 22.192 12.302
H -15.833 23.398 11.457
H -16.412 22.669 12.928
*
```

Summary:
* max |F|: 13.88 eV Å⁻¹
* HOMO: -9.32 eV
* LUMO level: 0.620 eV
* energy above the lowest of the compared OMol25 structures with the same formula, charge and spin: 291.5 kcal/mol
* DFT total energy: -1161.80367 hartree

# 3
The following is a quantum chemistry calculation of a structure of composition C20H40P2PbSi, from OMol25.

Geometry as ORCA input:
```
! RIJCOSX wB97M-V def2-TZVPD def2/J DEFGRID3
* xyz 0 1
P 0.029 -1.672 -5.213
P 0.355 2.337 -5.279
C -0.352 -0.255 -6.273
C 0.701 0.878 -6.331
H -1.351 0.138 -5.972
H -0.509 -0.639 -7.292
H 1.720 0.507 -6.142
H 0.696 1.290 -7.351
C -0.896 3.271 -6.190
H -1.315 4.071 -5.571
H -1.693 2.609 -6.538
H -0.408 3.713 -7.063
C 1.777 3.384 -5.011
H 1.847 4.073 -5.864
H 2.703 2.796 -4.964
H 1.664 3.977 -4.092
C -1.362 -2.811 -5.532
H -1.352 -3.595 -4.766
H -1.207 -3.283 -6.511
H -2.338 -2.307 -5.535
C 1.409 -2.541 -6.041
H 2.242 -1.853 -6.249
H 1.060 -2.974 -6.989
H 1.772 -3.350 -5.394
Pb 1.032 0.806 0.841
C -0.525 1.814 -3.803
C -1.691 1.014 -4.202
C -2.282 -0.128 -3.508
C -1.421 -1.053 -2.588
C -0.287 -1.774 -3.235
C 0.979 -1.225 -3.732
C 1.503 0.167 -3.339
C 0.541 1.235 -2.796
C 0.092 -2.506 1.173
H -0.883 2.774 -3.358
H -2.397 1.566 -4.837
H -2.717 -0.780 -4.291
H -3.143 0.235 -2.920
H -1.106 -0.508 -1.687
H -2.116 -1.828 -2.224
H -0.231 -2.831 -2.941
H 1.808 -1.940 -3.623
H 2.107 0.581 -4.157
H 2.245 -0.009 -2.541
H 0.031 0.889 -1.886
H 1.163 2.083 -2.445
H 0.885 -3.218 1.450
H 0.021 -2.526 0.076
H -0.860 -2.878 1.586
C -1.404 1.118 4.657
Si 0.170 0.138 4.465
C 1.621 1.167 5.026
C 0.092 -1.450 5.438
C 0.389 -0.310 2.635
C 0.375 -1.141 1.627
H -1.761 1.026 5.694
H -2.180 0.739 3.979
H -1.232 2.182 4.440
H 1.808 0.971 6.093
H 2.523 0.906 4.456
H 1.419 2.239 4.901
H -0.870 -1.961 5.290
H 0.903 -2.129 5.138
H 0.205 -1.229 6.509
*
```

Summary:
* max |F|: 3.69 eV Å⁻¹
* HOMO: -4.35 eV
* LUMO level: 0.065 eV
* energy above the lowest of the compared OMol25 structures with the same formula, charge and spin: 117.3 kcal/mol
* DFT total energy: -1950.76012 hartree

# 4
The following is a quantum chemistry calculation of a structure of composition C20H41GdN2OP3, from OMol25.

Geometry as ORCA input:
```
! RIJCOSX wB97M-V def2-TZVPD def2/J DEFGRID3
* xyz 3 8
Gd -0.719 0.716 -0.023
P 1.156 -0.491 1.742
P 1.397 2.834 0.021
P -1.531 -2.484 0.421
H -0.941 2.781 -2.395
C -1.489 2.055 -1.718
C -2.056 2.627 -0.597
H -1.791 3.618 -0.321
C 2.756 -1.322 1.244
C 1.880 0.709 3.008
C 0.564 -1.724 3.035
C 1.569 4.286 -1.049
C 1.701 3.601 1.733
C 2.998 1.864 -0.033
C -2.749 -2.797 -0.947
C -2.213 -3.669 1.680
C -0.114 -3.487 -0.092
H -2.014 1.023 -1.979
H -3.047 2.421 -0.116
H 3.336 -1.571 2.156
H 3.331 -0.637 0.604
H 2.507 -2.232 0.666
H 2.525 0.129 3.707
H 0.992 1.142 3.527
H 2.485 1.478 2.463
H 1.213 -1.576 3.957
H 0.651 -2.764 2.618
H -0.502 -1.439 3.259
H 2.622 4.581 -1.044
H 0.963 5.104 -0.643
H 1.245 4.009 -2.055
H 2.691 4.084 1.696
H 1.726 2.837 2.518
H 0.921 4.329 1.994
H 3.662 2.498 -0.556
H 2.832 0.928 -0.568
H 3.384 1.641 0.961
H -3.270 -3.739 -0.753
H -2.208 -2.827 -1.916
H -3.468 -1.961 -0.988
H -3.067 -4.218 1.269
H -2.559 -3.132 2.578
H -1.493 -4.422 2.028
H -0.446 -4.378 -0.615
H 0.504 -3.794 0.746
H 0.529 -2.929 -0.774
C 0.391 -0.834 -3.582
C 1.353 -1.217 -4.546
C 0.934 -1.870 -5.731
C -0.449 -1.956 -6.033
C -1.384 -1.401 -5.135
C -0.998 -0.840 -3.911
O 0.802 -0.622 -2.214
H 1.521 -1.287 -1.711
H 2.424 -0.992 -4.369
H 1.684 -2.374 -6.397
H -0.777 -2.409 -6.978
H -2.461 -1.410 -5.369
H -1.720 -0.388 -3.214
N -1.982 2.494 3.518
C -2.409 1.242 4.058
C -2.118 0.282 3.116
N -1.537 0.896 1.985
C -1.435 2.239 2.299
H -2.148 3.421 3.972
H -2.814 1.139 5.085
H -2.328 -0.792 3.065
H -1.010 2.973 1.643
*
```

Summary:
* max |F|: 5.87 eV Å⁻¹
* HOMO (alpha / beta): -16.12 / -16.12 eV
* LUMO level (alpha / beta): -10.917 / -12.500 eV
* DFT total energy: -2760.03315 hartree

# 5
The following is a quantum chemistry calculation of a structure of composition C20H42AlN3OP2, from OMol25.

Geometry as ORCA input:
```
! RIJCOSX wB97M-V def2-TZVPD def2/J DEFGRID3
* xyz 2 1
Al -0.825 0.073 -0.377
P -0.423 2.372 0.003
P 0.540 -2.228 -0.324
N 0.031 0.239 -2.002
C -0.106 2.717 -1.788
H -0.759 3.508 -2.191
H 0.934 3.085 -1.796
C -0.181 1.469 -2.715
H -1.154 1.463 -3.263
H 0.603 1.556 -3.497
C 0.379 -0.884 -2.862
H 1.097 -0.494 -3.614
H -0.514 -1.227 -3.435
C 1.004 -2.073 -2.119
H 2.095 -1.944 -2.140
H 0.764 -3.004 -2.654
C -0.486 -3.796 -0.291
C -1.237 -3.854 1.045
H -2.200 -4.352 0.858
H -1.452 -2.853 1.453
H -0.699 -4.445 1.806
C 2.129 -2.717 0.504
C 1.927 -3.117 1.974
H 2.921 -3.176 2.441
H 1.462 -4.108 2.080
H 1.336 -2.379 2.529
C 0.697 3.396 1.011
C 0.384 3.391 2.518
H 1.258 3.823 3.029
H 0.229 2.379 2.917
H -0.482 4.020 2.772
C -2.123 2.985 0.306
C -2.647 2.549 1.678
H -3.743 2.521 1.598
H -2.373 3.245 2.489
H -2.309 1.535 1.949
C -0.682 -0.250 1.622
C 3.018 -3.759 -0.198
H 2.591 -4.768 -0.172
H 3.244 -3.501 -1.239
H 3.968 -3.803 0.353
C 0.887 4.840 0.520
H 1.686 5.286 1.128
H 1.197 4.887 -0.531
H -0.013 5.454 0.655
C -2.315 4.470 0.023
H -3.394 4.620 -0.121
H -1.988 5.103 0.860
H -1.830 4.785 -0.911
C 0.217 -5.107 -0.622
H 0.799 -5.498 0.223
H -0.563 -5.842 -0.866
H 0.830 -5.021 -1.526
H -1.232 -3.677 -1.098
H -2.704 2.437 -0.453
H 2.685 -1.764 0.495
H 1.656 2.864 0.879
O -0.601 -0.472 2.762
H 2.359 0.703 -0.496
H 2.231 0.612 0.250
N -4.248 -1.752 -1.111
C -4.954 -0.554 -1.082
C -4.023 0.424 -0.960
N -2.762 -0.173 -0.823
C -2.941 -1.477 -0.992
H -4.646 -2.673 -1.234
H -6.015 -0.482 -1.187
H -4.170 1.488 -1.015
H -2.156 -2.206 -1.101
*
```

Summary:
* max |F|: 6.28 eV Å⁻¹
* HOMO: -14.04 eV
* LUMO level: -7.033 eV
* DFT total energy: -1951.41264 hartree

# 6
The following is a quantum chemistry calculation of a cluster of 6 separate species, C20H42N2O11 in total, from OMol25.

Geometry as ORCA input:
```
! RIJCOSX wB97M-V def2-TZVPD def2/J DEFGRID3
* xyz -2 1
O -0.419 0.802 -1.564
H -1.079 0.848 -2.330
H -0.456 -0.074 -1.071
H -0.507 1.585 -0.917
C -0.098 -3.161 2.434
C -0.491 -4.468 2.177
C -0.913 -4.881 0.757
O -1.359 -6.031 0.587
C -0.823 -3.947 -0.297
C -0.394 -2.627 -0.044
C -0.213 -2.145 1.445
O 0.109 -0.966 1.607
O -0.157 -1.813 -0.981
O -0.450 -5.321 3.109
H 0.096 -2.865 3.456
H -1.115 -4.214 -1.305
C -2.631 2.844 1.508
C -1.764 3.088 0.297
O -0.434 2.737 0.343
H -2.935 1.809 1.690
H -3.596 3.362 1.380
H -2.258 3.195 2.474
H -1.959 4.135 -0.065
H -2.218 2.638 -0.623
O -0.501 -1.984 -3.569
H -0.593 -1.643 -2.642
H -0.125 -2.856 -3.437
C -0.026 4.311 -2.766
O -0.590 3.314 -3.571
C -1.949 3.425 -3.870
C -2.852 2.367 -3.255
N -2.261 1.058 -3.479
C -3.199 -0.086 -3.420
C -3.950 -0.178 -2.111
O -2.952 -0.355 -1.129
C -3.381 -0.978 0.057
H -0.382 5.349 -2.833
H 1.038 4.443 -2.983
H -0.104 4.032 -1.706
H -2.077 3.450 -4.965
H -2.415 4.395 -3.641
H -3.806 2.500 -3.788
H -2.959 2.630 -2.202
H -1.760 1.067 -4.359
H -2.744 -1.010 -3.773
H -3.901 0.173 -4.236
H -4.544 -1.094 -2.188
H -4.539 0.726 -1.931
H -4.473 -0.899 0.150
H -2.943 -0.526 0.947
H -3.144 -2.045 0.142
C 5.506 -0.765 5.533
O 5.218 -1.088 4.200
C 4.229 -2.104 4.043
C 2.882 -1.414 3.645
N 3.031 -0.569 2.467
C 3.235 -1.309 1.187
C 3.190 -0.371 -0.024
O 2.312 0.680 0.256
C 2.475 1.875 -0.459
H 4.601 -0.566 6.121
H 6.197 0.068 5.633
H 5.957 -1.662 5.985
H 4.064 -2.664 4.970
H 4.510 -2.792 3.248
H 2.558 -0.754 4.450
H 2.210 -2.237 3.403
H 3.929 -0.105 2.577
H 2.495 -2.094 1.045
H 4.222 -1.751 1.381
H 2.744 -0.964 -0.834
H 4.190 -0.040 -0.339
H 3.531 2.172 -0.431
H 1.763 2.598 -0.060
H 2.148 1.743 -1.504
*
```

Summary:
* max |F|: 2.47 eV Å⁻¹
* HOMO: -0.79 eV
* LUMO level: 4.200 eV
* energy above the lowest of the compared OMol25 structures with the same formula, charge and spin: 0.0 kcal/mol
* DFT total energy: -1724.22776 hartree